Record 1
Entry from the OMol25 dataset: 11 unconnected molecules or ions with the total composition C33H77N5O14S3 in a non-equilibrium geometry (wB97M-V/def2-TZVPD).

Element x y z (Å)
1 C 1.278587 -3.786846 0.418639
2 S 0.453319 -3.191178 1.904368
3 O -0.985170 -2.983759 1.529291
4 C 0.446751 -4.712404 2.848571
5 H 0.717442 -4.474012 -0.211872
6 H 2.126757 -4.378213 0.778244
7 H 1.610777 -2.909432 -0.129935
8 H -0.228252 -5.443714 2.400027
9 H -0.081883 -4.424561 3.764734
10 H 1.416369 -5.112126 3.129270
11 C 1.400574 0.771311 -0.275683
12 S 0.013081 0.360336 0.761193
13 O -0.415704 1.643754 1.373537
14 C -1.126675 -0.117866 -0.537700
15 H 2.030095 1.453887 0.297808
16 H 1.185475 1.370794 -1.165914
17 H 1.985676 -0.103340 -0.554216
18 H -1.854185 -0.810932 -0.115513
19 H -0.543166 -0.697396 -1.261748
20 H -1.579787 0.720141 -1.066644
21 C -2.787229 3.593287 0.110339
22 S -2.755126 5.082541 -0.872060
23 O -1.711394 5.972064 -0.293859
24 C -2.119264 4.349631 -2.390126
25 H -3.007281 3.887344 1.128309
26 H -1.833247 3.062408 0.064953
27 H -3.493933 2.861412 -0.286783
28 H -1.246024 3.749386 -2.111933
29 H -1.842533 5.142120 -3.078768
30 H -2.851217 3.654621 -2.804585
31 C -5.004297 0.987415 -2.930080
32 O -4.167513 1.358815 -2.138630
33 N -5.154281 -0.276220 -3.384163
34 C -4.297408 -1.331161 -2.924491
35 C -6.129132 -0.618486 -4.396009
36 H -5.734239 1.664746 -3.411850
37 H -3.401068 -0.859977 -2.517506
38 H -3.962177 -2.010393 -3.707792
39 H -4.765499 -1.886115 -2.107966
40 H -6.680813 0.242758 -4.760522
41 H -5.591303 -1.012284 -5.273758
42 H -6.770207 -1.443368 -4.083417
43 C -0.341190 2.026186 -4.360089
44 O 0.225030 1.460298 -3.447746
45 N -1.300252 1.434407 -5.118766
46 C -1.861988 2.046289 -6.289248
47 C -1.681183 0.077142 -4.841688
48 H -0.261116 3.103851 -4.576439
49 H -1.472561 3.063930 -6.410988
50 H -2.946170 2.106511 -6.215166
51 H -1.507938 1.576295 -7.213116
52 H -1.357615 -0.246690 -3.856630
53 H -2.773176 0.001033 -4.817225
54 H -1.297394 -0.613743 -5.597361
55 C -3.400793 1.162195 2.703880
56 O -4.017614 2.213041 2.705840
57 N -3.974856 -0.032275 2.968952
58 C -3.201017 -1.261538 2.935725
59 C -5.374349 -0.087541 3.242539
60 H -2.324261 1.094305 2.469111
61 H -2.138782 -1.058413 2.901444
62 H -3.499733 -1.901090 2.097710
63 H -3.469806 -1.860907 3.812835
64 H -5.716789 -1.119898 3.277396
65 H -5.630106 0.374599 4.204199
66 H -5.958575 0.474052 2.510422
67 C 4.301708 -2.522216 -2.750067
68 O 3.546588 -3.105847 -1.998751
69 N 3.979018 -1.414052 -3.454697
70 C 2.690203 -0.784773 -3.309624
71 C 4.889067 -0.796238 -4.394909
72 H 5.353409 -2.807505 -2.917473
73 H 2.732534 0.285920 -3.146995
74 H 2.120782 -1.261740 -2.507998
75 H 2.024328 -1.072294 -4.136085
76 H 5.087917 0.250266 -4.171846
77 H 5.867142 -1.288964 -4.385980
78 H 4.534303 -0.949932 -5.418625
79 C 4.104094 3.493081 1.732905
80 O 5.115208 3.046137 1.239339
81 N 4.052138 4.387040 2.753784
82 C 2.785554 4.916441 3.230260
83 C 5.233571 4.997366 3.307993
84 H 3.076353 3.215587 1.447947
85 H 2.631042 4.630306 4.266900
86 H 1.940825 4.629592 2.603264
87 H 2.692070 5.995077 3.037013
88 H 6.126460 4.660672 2.788589
89 H 5.181169 6.083270 3.161555
90 H 5.338316 4.826431 4.381085
91 O 3.483352 -2.794554 3.008382
92 C 4.368369 -2.752615 2.192255
93 O 5.478790 -3.487264 2.249659
94 C 5.605846 -4.439700 3.312153
95 C 6.256247 -5.692698 2.747883
96 C 4.353319 -1.821956 1.013197
97 H 4.615870 -4.699147 3.686904
98 H 6.174558 -3.967586 4.112204
99 H 6.030660 -6.550908 3.384889
100 H 7.333765 -5.641634 2.626051
101 H 5.743170 -5.896667 1.805900
102 H 3.323110 -1.488339 0.895610
103 H 4.611060 -2.347871 0.095437
104 H 4.997337 -0.955995 1.153503
105 O -1.507546 5.682965 6.086020
106 C -0.571819 4.926583 6.084339
107 O -0.405579 3.952444 5.190737
108 C -1.324515 3.922166 4.084041
109 C -0.825373 4.813451 2.968718
110 C 0.607997 5.036486 7.024164
111 H -2.330006 4.199271 4.395704
112 H -1.344527 2.881932 3.778051
113 H -0.444281 5.756760 3.381280
114 H -1.581976 5.160333 2.274536
115 H 0.006237 4.296224 2.502323
116 H 0.470172 5.924191 7.634148
117 H 1.521426 5.190994 6.448273
118 H 0.722139 4.128905 7.613141
119 O -1.976785 -4.156658 -3.931838
120 C -1.048106 -4.110451 -3.166329
121 O -1.007630 -4.775270 -2.004425
122 C -2.221842 -5.405767 -1.586757
123 C -1.981204 -6.071791 -0.256911
124 C 0.158938 -3.240238 -3.323156
125 H -2.622091 -6.076138 -2.347661
126 H -2.967251 -4.611170 -1.475774
127 H -1.076133 -6.685774 -0.319565
128 H -2.753327 -6.787354 0.018782
129 H -1.868721 -5.286700 0.490227
130 H 0.008172 -2.590334 -4.183620
131 H 1.117976 -3.750261 -3.369749
132 H 0.203778 -2.578537 -2.451628

Forces on atoms 1 to 6 (eV/Å):
0.603 -0.448 0.480
-0.283 -0.179 -0.599
-0.034 0.074 0.059
-0.892 -0.056 0.790
-0.566 0.299 0.146
0.284 0.416 -0.139

Properties
lowest unoccupied orbital energy	0.3	eV
Kohn-Sham gap	8.27	eV
ΔE to the lowest compared entry with this formula, charge and spin	0.0	kcal per mole
charge	0
spin multiplicity	1


Record 2
Entry from the OMol25 dataset: a molecular structure, C27H28ClFN5O5Pt in a non-equilibrium geometry (wB97M-V/def2-TZVPD).

Element x y z (Å)
1 Pt -0.155437 0.180925 -0.093761
2 C -0.840889 -6.207625 4.321034
3 C -1.368530 -5.848516 2.940680
4 N -1.353433 -4.399255 2.701047
5 C -0.221912 -3.847798 2.203482
6 C -0.044610 -2.529757 1.924350
7 C 1.298730 -2.147138 1.327568
8 O 2.229292 -2.905988 1.545073
9 O 1.362495 -1.092792 0.582995
10 C -1.096598 -1.614403 2.223337
11 O -1.040677 -0.395022 2.013239
12 C -2.318725 -2.206669 2.786288
13 C -3.410147 -1.381142 3.051056
14 C -4.565149 -1.905295 3.548193
15 F -5.630689 -1.092076 3.722142
16 C -4.686186 -3.266364 3.848550
17 C -3.604541 -4.084818 3.588449
18 C -2.424643 -3.581409 3.025752
19 N -5.857332 -3.829556 4.419266
20 C -6.856458 -2.989685 5.069354
21 C -7.751393 -3.907116 5.932307
22 N -7.012656 -5.198703 6.138183
23 C -6.936642 -5.962724 4.844790
24 C -6.480001 -4.969447 3.758581
25 H -0.854880 -7.288930 4.463501
26 H -1.443700 -5.744053 5.105459
27 H 0.186384 -5.860084 4.435324
28 H -2.380820 -6.216776 2.794167
29 H -0.756186 -6.305091 2.167187
30 H 0.598640 -4.525575 1.998709
31 H -3.339153 -0.325741 2.817217
32 H -3.683173 -5.136092 3.832353
33 H -7.489294 -2.448537 4.363282
34 H -6.352864 -2.258170 5.696371
35 H -8.690713 -4.151218 5.442130
36 H -7.970892 -3.464111 6.899450
37 H -7.420127 -5.762282 6.881431
38 H -6.053465 -4.951417 6.391342
39 H -7.922996 -6.369237 4.634806
40 H -6.237716 -6.783909 4.985167
41 H -7.338453 -4.646733 3.158248
42 H -5.778700 -5.450202 3.084133
43 C 4.340630 3.093316 0.958759
44 N 2.972324 2.613554 1.128995
45 C 2.170436 2.790572 2.236012
46 C 0.988035 2.185490 1.957515
47 N 1.065024 1.660028 0.690593
48 C 2.268088 1.921029 0.223091
49 H 4.588666 3.747362 1.788721
50 H 4.428929 3.652854 0.031111
51 H 5.037257 2.258500 0.942087
52 H 2.505321 3.328101 3.105939
53 H 0.102091 2.090577 2.559795
54 H 2.647561 1.624093 -0.740658
55 Cl -5.255619 -3.698857 0.068534
56 C -4.312726 -2.428165 -0.675492
57 C -4.934052 -1.485620 -1.480795
58 C -4.179647 -0.457965 -2.030550
59 C -2.821068 -0.355426 -1.762922
60 C -2.230414 -1.345838 -1.001496
61 C -2.951650 -2.387088 -0.443740
62 C -2.036911 0.821644 -2.297391
63 O -2.403262 1.356445 -3.316813
64 O -1.015410 1.226308 -1.582499
65 H -5.995976 -1.554945 -1.674652
66 H -4.638080 0.288308 -2.666272
67 H -1.145899 -1.338178 -0.846360
68 H -2.473077 -3.153790 0.150355

Forces on atoms 1 to 6 (eV/Å):
1.194 0.090 -1.494
-0.047 0.037 0.026
0.057 0.109 0.113
-0.070 -0.132 0.040
0.051 0.045 -0.148
0.147 -0.170 0.017

Properties
lowest unoccupied orbital energy (alpha / beta)	-3.3 / -3.3	eV
Kohn-Sham gap (alpha / beta)	6.23 / 6.23	eV
ΔE to the lowest compared entry with this formula, charge and spin	63.3	kcal per mole
charge	+1
spin multiplicity	1


Record 3
Entry from the OMol25 dataset: 5 unconnected molecules or ions with the total composition C42H91FN5O6S3 in a non-equilibrium geometry (wB97M-V/def2-TZVPD).

Element x y z (Å)
1 C 2.573585 -3.342178 1.094879
2 C 2.270843 -2.265856 0.062176
3 C 3.163436 -1.053779 0.220089
4 C 3.246263 -0.200985 -1.036137
5 C 1.921571 0.398676 -1.464936
6 C 1.386170 1.399539 -0.441079
7 C 0.470020 2.465177 -1.061114
8 C -0.912498 2.521475 -0.445667
9 C -0.900360 2.857738 1.050802
10 C -2.029999 3.800009 1.471324
11 C -2.785430 3.360605 2.736709
12 C -4.314197 3.439921 2.581735
13 N -4.923765 2.118536 2.659689
14 C -5.129718 1.361114 1.600027
15 N -5.658058 0.123439 1.654710
16 C -5.670901 -0.348742 0.425022
17 C -6.155780 -1.728355 0.192470
18 C -6.852228 -2.095323 -1.126564
19 C -5.992657 -2.761270 -2.208739
20 C -4.741654 -3.394245 -1.655462
21 N -3.959940 -4.180851 -2.595053
22 C -3.905338 -3.624276 -3.971080
23 C -2.733771 -4.098485 -4.820383
24 C -1.556961 -3.105037 -4.832272
25 C -0.164594 -3.752451 -4.819741
26 C -2.687887 -4.444295 -2.020166
27 S -2.141149 -5.942808 -1.902205
28 S -1.655248 -3.088772 -1.403714
29 C -2.163179 -2.965787 0.335904
30 C -2.463864 -1.520978 0.706981
31 C -2.352578 -1.281100 2.209351
32 N -5.160067 0.580574 -0.435546
33 S -4.851068 0.618217 -2.079109
34 O -6.051749 0.418079 -2.774580
35 O -4.097955 1.806284 -2.220639
36 F -3.944678 -0.559093 -2.200401
37 N -4.819850 1.685004 0.328153
38 H 2.217433 -4.312863 0.774985
39 H 2.098386 -3.116912 2.044546
40 H 3.635460 -3.400613 1.290395
41 H 2.361954 -2.701011 -0.926967
42 H 1.236195 -1.962892 0.203890
43 H 4.166117 -1.405685 0.443951
44 H 2.865192 -0.429671 1.057684
45 H 3.684549 -0.796914 -1.830047
46 H 3.953869 0.603351 -0.852353
47 H 1.195782 -0.403648 -1.568281
48 H 2.064569 0.894486 -2.417575
49 H 0.875467 0.845107 0.340272
50 H 2.248346 1.896874 -0.010686
51 H 0.957681 3.429280 -0.979119
52 H 0.379487 2.256315 -2.120452
53 H -1.510376 3.227872 -1.014509
54 H -1.377120 1.547027 -0.607433
55 H 0.064145 3.299683 1.262966
56 H -0.923712 1.921562 1.599859
57 H -2.692280 3.970259 0.627962
58 H -1.553108 4.742285 1.705563
59 H -2.452707 3.906199 3.606235
60 H -2.518621 2.330131 2.934050
61 H -4.725697 4.031704 3.384990
62 H -4.559898 3.895912 1.632655
63 H -5.162636 1.707318 3.544489
64 H -5.328655 -2.380211 0.450847
65 H -6.874326 -1.859587 0.986684
66 H -7.650901 -2.772919 -0.863812
67 H -7.356130 -1.218898 -1.508548
68 H -6.589210 -3.535973 -2.674901
69 H -5.803769 -2.060931 -3.010408
70 H -5.057369 -4.073878 -0.863067
71 H -4.147097 -2.628093 -1.158615
72 H -3.930083 -2.535944 -3.996872
73 H -4.811150 -3.950801 -4.466512
74 H -2.421550 -5.104635 -4.577672
75 H -3.115881 -4.136974 -5.831932
76 H -1.660474 -2.370903 -4.045305
77 H -1.636496 -2.536019 -5.750045
78 H 0.438154 -3.323839 -5.608379
79 H 0.352864 -3.488087 -3.907241
80 H -0.196105 -4.823909 -4.947581
81 H -3.019235 -3.599420 0.522523
82 H -1.380633 -3.353375 0.974769
83 H -1.779306 -0.868266 0.178249
84 H -3.480211 -1.307911 0.387245
85 H -2.710357 -2.153414 2.739552
86 H -1.334909 -1.061545 2.500417
87 H -2.952846 -0.424161 2.490764
88 H -4.405930 2.521330 -0.052677
89 C 4.322144 4.078265 4.005410
90 C 3.094562 4.384257 3.168343
91 O 1.868402 4.046934 3.799346
92 C 1.604403 4.694545 5.030537
93 C 1.549102 6.210093 4.938731
94 H 4.347962 3.021181 4.272893
95 H 5.228287 4.320520 3.450531
96 H 4.342670 4.650790 4.932311
97 H 3.120677 3.794139 2.250984
98 H 3.090187 5.436694 2.862432
99 H 2.331342 4.382187 5.788396
100 H 0.634214 4.315503 5.354936
101 H 2.502333 6.636445 4.625253
102 H 1.297762 6.635516 5.910764
103 H 0.793207 6.522737 4.216221
104 C 7.097066 4.152351 8.917087
105 C 7.139908 5.000603 7.657883
106 O 5.884316 5.149227 7.017696
107 C 4.861388 5.759646 7.781587
108 C 5.185651 7.170087 8.242803
109 H 6.701237 3.160721 8.695210
110 H 8.099942 4.044413 9.329522
111 H 6.467157 4.595634 9.689378
112 H 7.784666 4.521704 6.921477
113 H 7.579942 5.981414 7.868607
114 H 4.593336 5.127161 8.635676
115 H 3.987828 5.786775 7.127095
116 H 6.049093 7.195398 8.907675
117 H 4.337635 7.592228 8.782525
118 H 5.407240 7.809105 7.387161
119 C -6.020414 -8.368363 -8.374473
120 C -4.704672 -7.621330 -8.240997
121 O -4.724844 -6.580314 -7.279680
122 C -5.012543 -6.964676 -5.949460
123 C -4.031351 -7.960124 -5.356693
124 H -6.826143 -7.678610 -8.627780
125 H -5.945064 -9.121222 -9.158717
126 H -6.298345 -8.878335 -7.451154
127 H -4.466492 -7.136173 -9.187041
128 H -3.885527 -8.318397 -8.032142
129 H -6.038007 -7.345119 -5.874827
130 H -4.979891 -6.041248 -5.369035
131 H -4.027265 -8.909362 -5.893024
132 H -4.291556 -8.164156 -4.317798
133 H -3.017329 -7.558082 -5.388598
134 C 6.656327 2.292779 -0.759590
135 C 7.352473 0.958523 -0.970916
136 O 7.409329 0.553238 -2.323828
137 C 8.096352 1.419814 -3.209007
138 C 9.555022 1.645544 -2.850522
139 H 5.642783 2.256498 -1.162171
140 H 6.604404 2.528647 0.304090
141 H 7.177791 3.112416 -1.254899
142 H 6.794425 0.179358 -0.450019
143 H 8.355768 0.970284 -0.530568
144 H 7.568019 2.376510 -3.293395
145 H 8.033163 0.942442 -4.186228
146 H 9.669995 2.129846 -1.880114
147 H 10.029592 2.281386 -3.597834
148 H 10.088706 0.695441 -2.812046

Forces on atoms 1 to 6 (eV/Å):
-0.202 0.122 0.146
-0.164 -0.160 0.620
0.323 0.061 -0.431
0.131 -0.019 0.227
0.144 -0.047 0.374
0.166 0.068 -0.523

Properties
lowest unoccupied orbital energy	-3.1	eV
Kohn-Sham gap	7.20	eV
charge	+1
spin multiplicity	1